Record 1
This record from the Open Molecules 2025 dataset describes 3 unconnected molecules or ions with the total composition C30H50ClF4N2O7S2 at a distorted geometry. The level of theory is ωB97M-V with the def2-TZVPD basis set.

**Frontier orbital gap**: 8.1833 eV
**Lowest unoccupied orbital energy**: -0.1246 Ha
**Energy**: -3465.0246 hartree

Geometry as ORCA input:
```
! wB97M-V def2-TZVPD RIJCOSX def2/J DEFGRID3
* xyz 1 1
C -2.622 0.184 3.457
C -2.055 0.645 2.086
F -1.311 1.824 2.206
C -1.212 -0.450 1.358
C -0.294 -1.333 2.244
C 0.514 -0.427 3.254
C 1.998 -0.197 2.842
O 1.507 -1.095 3.970
C -0.225 0.440 0.562
N -0.690 0.812 -0.571
C -0.005 1.861 -1.330
C 0.636 1.430 -2.667
C 1.510 0.162 -2.589
S 3.285 0.505 -2.279
C -1.947 0.055 -0.811
C -2.239 -0.163 -2.318
C -2.882 1.062 -3.008
C -3.286 0.759 -4.474
F -2.985 1.789 -5.257
F -4.615 0.576 -4.516
F -2.713 -0.357 -4.929
C -1.915 -1.186 0.141
C -3.254 -1.936 0.384
C -4.525 -1.136 0.753
C -5.192 -0.298 -0.384
N -5.329 1.143 -0.062
C -1.025 -2.239 -0.616
C -0.755 -3.575 0.121
C -0.124 -4.580 -0.925
C 1.337 -4.973 -0.549
S 2.492 -3.697 -1.081
O 3.826 -4.195 -1.019
O 2.302 -2.560 -0.209
Cl 2.069 -3.225 -3.046
H -3.690 0.432 3.518
H -2.055 0.587 4.301
H -2.584 -0.915 3.509
H -2.939 0.938 1.507
H -0.814 -2.082 2.851
H 0.497 -1.738 1.603
H -0.002 0.412 3.729
H 2.522 -0.966 2.276
H 2.462 0.572 3.457
H 0.758 0.819 0.846
H -0.717 2.674 -1.548
H 0.780 2.344 -0.729
H 1.282 2.250 -3.015
H -0.143 1.315 -3.434
H 1.484 -0.303 -3.585
H 1.160 -0.597 -1.881
H 3.481 0.067 -1.012
H -2.722 0.801 -0.551
H -1.351 -0.470 -2.889
H -2.933 -1.014 -2.412
H -3.804 1.380 -2.504
H -2.201 1.921 -3.019
H -3.073 -2.645 1.207
H -3.456 -2.534 -0.519
H -5.279 -1.890 1.037
H -4.429 -0.510 1.650
H -4.735 -0.448 -1.371
H -6.231 -0.646 -0.499
H -4.684 1.715 -0.591
H -5.262 1.306 0.934
H -0.035 -1.775 -0.771
H -1.459 -2.514 -1.586
H -0.012 -3.510 0.922
H -1.639 -4.086 0.518
H -0.709 -5.512 -0.900
H -0.169 -4.204 -1.955
H 1.541 -5.938 -1.035
H 1.390 -5.161 0.532
O 1.344 3.820 2.464
C 0.507 4.629 2.756
O 0.594 5.444 3.830
C -0.618 6.212 3.960
C -1.240 6.214 2.573
C -0.798 4.862 2.031
H -1.256 5.727 4.702
H -0.376 7.214 4.306
H -2.319 6.359 2.584
H -0.803 7.012 1.970
H -1.495 4.069 2.299
H -0.645 4.888 0.954
O 8.074 1.325 -0.336
C 7.609 0.264 -0.622
O 6.448 -0.213 -0.091
C 6.217 -1.554 -0.551
C 7.019 -1.681 -1.834
C 8.205 -0.762 -1.564
H 6.554 -2.251 0.220
H 5.151 -1.703 -0.717
H 7.299 -2.708 -2.066
H 6.439 -1.294 -2.674
H 9.017 -1.281 -1.052
H 8.569 -0.289 -2.472
*
```

Record 2
This record from the Open Molecules 2025 dataset describes 4 unconnected molecules or ions with the total composition C30H50ClN2O11P. The level of theory is ωB97M-V with the def2-TZVPD basis set.

**Frontier orbital gap**: 8.4032 eV
**Lowest unoccupied orbital energy**: -0.0181 Ha
**Energy**: -2911.9007 hartree
**SMILES**: CCCCCCCCc1nc2cccc(OCC)c2nc1P(O)Cl.CCOC(=O)OC.CCOC(=O)OC.CCOC(=O)OC

Geometry as ORCA input:
```
! wB97M-V def2-TZVPD RIJCOSX def2/J DEFGRID3
* xyz 0 1
C -1.708 -6.311 -2.040
C -2.792 -6.017 -3.088
C -3.096 -4.530 -3.264
C -3.491 -3.798 -1.970
C -2.318 -3.147 -1.220
C -2.722 -1.910 -0.399
C -2.093 -0.608 -0.910
C -0.550 -0.641 -0.981
C -0.003 -0.226 -2.326
N -0.521 -0.812 -3.371
C -0.033 -0.492 -4.595
C -0.568 -1.118 -5.735
C -0.087 -0.791 -6.965
C 0.937 0.170 -7.114
C 1.470 0.787 -6.031
O 2.425 1.743 -6.159
C 3.711 1.264 -6.555
C 4.397 0.470 -5.451
C 0.996 0.464 -4.730
N 1.535 1.068 -3.648
C 1.052 0.735 -2.485
P 1.717 1.571 -0.984
O 2.983 0.560 -0.781
Cl 2.632 3.170 -1.921
H -0.866 -5.633 -2.197
H -2.115 -6.178 -1.039
H -1.321 -7.324 -2.148
H -3.710 -6.538 -2.798
H -2.490 -6.456 -4.043
H -2.258 -4.031 -3.758
H -3.944 -4.461 -3.953
H -3.977 -4.525 -1.312
H -4.239 -3.042 -2.217
H -1.559 -2.871 -1.954
H -1.871 -3.889 -0.557
H -3.807 -1.784 -0.473
H -2.508 -2.029 0.666
H -2.375 0.222 -0.257
H -2.508 -0.395 -1.896
H -0.145 -0.015 -0.188
H -0.188 -1.659 -0.815
H -1.363 -1.841 -5.608
H -0.507 -1.278 -7.835
H 1.280 0.426 -8.108
H 3.615 0.633 -7.445
H 4.283 2.151 -6.818
H 5.465 0.412 -5.667
H 4.001 -0.545 -5.412
H 4.257 0.960 -4.488
H 3.441 0.779 0.041
C -4.300 -9.588 4.279
C -4.525 -8.479 3.274
O -3.318 -8.132 2.575
C -2.953 -8.977 1.613
O -3.550 -9.962 1.266
O -1.809 -8.536 1.089
C -1.268 -9.373 0.065
H -3.501 -9.318 4.970
H -5.212 -9.761 4.851
H -4.024 -10.517 3.783
H -4.824 -7.562 3.778
H -5.299 -8.741 2.554
H -2.002 -9.553 -0.718
H -0.934 -10.321 0.485
H -0.418 -8.838 -0.348
C 0.044 5.792 -0.431
C 1.129 5.563 0.597
O 1.531 6.787 1.239
C 0.697 7.249 2.165
O -0.320 6.724 2.537
O 1.197 8.393 2.639
C 0.366 9.038 3.609
H 0.363 6.540 -1.158
H -0.168 4.862 -0.958
H -0.875 6.143 0.038
H 2.028 5.188 0.116
H 0.819 4.839 1.351
H 0.116 8.358 4.421
H -0.547 9.406 3.144
H 0.938 9.874 4.000
C 4.235 7.219 4.852
C 2.893 6.827 5.429
O 2.997 6.388 6.793
C 3.143 7.356 7.693
O 3.149 8.540 7.473
O 3.269 6.791 8.895
C 3.482 7.717 9.963
H 4.945 6.397 4.953
H 4.125 7.462 3.795
H 4.645 8.087 5.366
H 2.485 5.977 4.886
H 2.178 7.646 5.363
H 2.702 8.474 9.981
H 4.456 8.194 9.861
H 3.452 7.131 10.876
*
```

Record 3
This record from the Open Molecules 2025 dataset describes a molecular structure, C30H50GeHfN4OS3Si3 at a distorted geometry. The level of theory is ωB97M-V with the def2-TZVPD basis set.

**Frontier orbital gap (spin up / spin down)**: 6.3108 / 5.8859 eV
**Lowest unoccupied orbital energy (spin up / spin down)**: -0.3238 / -0.3655 Ha
**Energy**: -5654.7137 hartree
**ΔE to the lowest compared entry with this formula, charge and spin**: 25.8 kcal per mole

Geometry as ORCA input:
```
! wB97M-V def2-TZVPD RIJCOSX def2/J DEFGRID3
* xyz 3 2
Hf -0.044 0.374 -0.125
O -0.365 -0.340 2.380
C -1.509 -0.704 3.191
C -2.264 0.536 3.645
C -2.543 1.474 2.455
C -3.216 0.694 1.365
C -4.589 0.484 1.413
C -5.195 -0.346 0.485
C -4.399 -0.973 -0.467
C -3.052 -0.695 -0.478
N -2.452 0.135 0.403
H 0.242 0.118 2.973
H -1.183 -1.296 4.045
H -2.133 -1.338 2.564
H -1.676 1.080 4.388
H -3.196 0.226 4.118
H -1.602 1.886 2.099
H -3.177 2.295 2.788
H -5.175 0.959 2.188
H -6.265 -0.505 0.507
H -4.821 -1.661 -1.186
H -2.403 -1.150 -1.220
C -2.529 2.985 -1.206
C -1.401 3.482 -0.373
N -0.435 2.716 0.105
C 0.491 3.457 0.825
C 0.209 4.782 0.884
S -1.227 5.129 0.027
C 1.611 2.773 1.454
C 2.672 3.355 2.069
S 3.678 2.165 2.759
C 2.637 0.932 2.186
N 1.600 1.388 1.506
C 2.930 -0.502 2.467
H -2.221 2.119 -1.791
H -2.866 3.770 -1.882
H -3.383 2.708 -0.583
H 0.758 5.563 1.385
H 2.898 4.405 2.157
H 3.277 -0.627 3.493
H 3.730 -0.857 1.814
H 2.054 -1.127 2.305
S 2.358 -0.565 -0.757
C 1.579 -2.024 -0.226
C 2.256 -3.240 -0.139
C 1.589 -4.347 0.345
C 0.246 -4.227 0.713
C -0.365 -3.006 0.573
N 0.276 -1.910 0.120
H 3.293 -3.285 -0.444
H 2.099 -5.296 0.438
H -0.306 -5.072 1.097
H -1.412 -2.870 0.818
C 0.699 -3.447 -3.315
Si 1.507 -1.919 -4.078
C 1.224 -1.840 -5.929
C 3.345 -1.710 -3.762
Ge 0.116 -0.010 -2.770
Si -2.051 -0.620 -4.200
C -1.818 -0.438 -6.056
C -2.580 -2.361 -3.695
C -3.307 0.695 -3.679
Si 1.356 1.963 -3.650
C 1.595 1.773 -5.504
C 2.966 2.145 -2.685
C 0.331 3.521 -3.326
H 1.453 -4.220 -3.145
H -0.038 -3.860 -4.005
H 0.203 -3.246 -2.364
H 1.429 -2.837 -6.329
H 1.918 -1.151 -6.410
H 0.213 -1.568 -6.224
H 3.875 -2.444 -4.376
H 3.636 -1.866 -2.727
H 3.686 -0.720 -4.067
H -1.725 -1.408 -6.546
H -0.952 0.166 -6.328
H -2.701 0.051 -6.471
H -2.273 -3.083 -4.453
H -3.670 -2.406 -3.635
H -2.174 -2.701 -2.741
H -2.946 1.698 -3.916
H -3.595 0.661 -2.630
H -4.212 0.538 -4.273
H 2.230 0.926 -5.765
H 2.069 2.674 -5.903
H 0.641 1.653 -6.020
H 3.600 1.260 -2.763
H 2.777 2.326 -1.622
H 3.543 2.991 -3.064
H -0.694 3.430 -3.692
H 0.786 4.364 -3.851
H 0.314 3.776 -2.268
*
```